A molecular structure, C28H48BrMnN3P2S in a non-equilibrium geometry, computed with ωB97M-V/def2-TZVPD.

## Properties
- HOMO level (spin up / spin down) (eV) = -13.87 / -13.87
- E (Eh) = -6065.38100
- expectation value of S² = 8.775
- charge = +2
- ΔE to the lowest compared entry with this formula, charge and spin (kcal per mole) = 0.0
- spin multiplicity = 6
- gap between HOMO and LUMO (spin up / spin down) (Eh) = 0.2649 / 0.2265

Geometry (Å):
Br1 0.2350 5.5808 -4.6572
Mn1 0.0199 0.0298 0.1439
S1 1.1317 -0.8192 2.0881
P1 -0.4799 -2.3053 -0.3723
P2 1.8877 0.7062 -1.2070
N1 -0.4102 -1.4288 4.1132
N2 -4.8755 -0.6646 3.0153
N3 0.4903 0.9230 3.9080
C1 -3.9207 -0.1582 0.8421
C2 -4.8827 -0.7403 1.6721
C3 -2.1901 -3.0118 -0.0706
C4 -1.1375 -1.8196 -3.0984
C5 -1.8060 1.2325 0.6116
C6 0.5063 -3.7296 0.3543
C7 -2.8434 0.5651 1.4078
C8 -0.1328 4.3516 -2.0834
C9 -1.1513 3.1598 -3.9507
C10 -2.8670 0.6796 2.8201
C11 -0.4109 4.2420 -3.4570
C12 -2.5257 -3.1637 1.4178
C13 -1.7027 1.1178 -0.8003
C14 2.0220 -3.6189 0.1909
C15 3.4878 3.1929 -1.4355
C16 -3.8734 0.0515 3.5586
C17 2.7317 1.0030 -4.0299
C18 -1.5741 2.1623 -3.0643
C19 0.2523 -0.3877 3.3849
C20 -0.2820 -2.7094 -2.1916
C21 3.2934 -0.5370 -1.2693
C22 1.5909 1.1085 -3.0110
C23 -0.5664 3.3486 -1.2147
C24 4.7414 -0.0654 -1.4525
C25 2.6854 2.2636 -0.5168
C26 -1.3218 -1.2412 5.2208
C27 0.6191 1.2398 5.3176
C28 -1.2693 2.2107 -1.6832
H1 -0.9348 -2.0238 -4.1648
H2 1.1642 2.1248 -3.0205
H3 3.0079 -1.2525 -2.0636
H4 0.2533 -3.7663 1.4292
H5 3.2105 -1.1024 -0.3282
H6 -0.5064 -3.7816 -2.3571
H7 -0.2838 -2.4003 3.7914
H8 3.1550 -0.0157 -4.0714
H9 0.4234 5.2133 -1.7039
H10 -1.5298 -0.1751 5.4240
H11 0.1291 -4.6707 -0.0920
H12 3.2987 1.9274 0.3410
H13 3.5524 1.7057 -3.8148
H14 0.7653 0.4422 -3.3137
H15 0.7881 -2.5575 -2.4248
H16 5.0442 0.6215 -0.6430
H17 0.8080 1.6558 3.2553
H18 -0.1293 2.0061 5.6023
H19 -2.3528 0.3874 -1.2950
H20 1.6361 1.6483 5.5000
H21 1.8424 2.8214 -0.0766
H22 -2.2162 -1.9807 -2.9253
H23 -4.0213 -0.2458 -0.2438
H24 -2.1468 1.3133 -3.4533
H25 2.8681 3.5533 -2.2740
H26 2.3481 1.2411 -5.0388
H27 2.5352 -4.4674 0.6776
H28 -2.2775 -3.9826 -0.5976
H29 3.8268 4.0820 -0.8724
H30 -0.9196 -0.7564 -2.8998
H31 -0.3393 3.4384 -0.1481
H32 -1.9212 -3.9576 1.8903
H33 4.8988 0.4521 -2.4116
H34 0.5398 0.3477 5.9654
H35 5.4289 -0.9307 -1.4213
H36 -3.5880 -3.4258 1.5578
H37 -3.8771 0.1337 4.6550
H38 -0.9087 -1.7300 6.1272
H39 -1.4084 2.1404 1.0822
H40 -2.9044 -2.3168 -0.5450
H41 -2.0957 1.2623 3.3352
H42 2.3910 -2.6862 0.6486
H43 2.3225 -3.6103 -0.8709
H44 -2.3422 -2.2212 1.9604
H45 4.3815 2.7032 -1.8545
H46 -2.2901 -1.7232 4.9768
H47 -1.3839 3.0924 -5.0171
H48 -5.7168 -1.3004 1.2253